Computed, not measured: the molecule C5H6O, with the ωB97M-V functional and the def2-TZVPD basis.

CARTESIAN COORDINATES (ANGSTROEM)
C1 0.963 -0.423 1.473
C2 0.212 0.068 0.271
C3 -1.054 -0.423 -0.195
C4 -1.317 0.223 -1.355
O1 -0.327 1.101 -1.642
C5 0.587 1.001 -0.642
H1 0.275 -0.810 2.231
H2 1.641 -1.242 1.204
H3 1.564 0.367 1.934
H4 -1.694 -1.126 0.323
H5 -2.126 0.178 -2.069
H6 1.428 1.677 -0.709

## Properties
SMILES = Cc1ccoc1
ΔE to the lowest compared entry with this formula, charge and spin = 7.0 kcal per mole
2S+1 = 1
Largest force on an atom = 0.3 eV/A